C22H44InN3OP3Se | ωB97M-V/def2-TZVPD

Geometry (Å):
H (-1.14476, 2.81618, -2.18439)
N (1.27329, -0.94682, 2.51832)
C (-1.74652, 0.21036, 3.97120)
H (3.27997, -2.20396, 0.58004)
N (1.27969, -3.04054, 3.51855)
H (-2.47484, -3.11042, -0.49824)
C (2.22679, 3.80040, -6.32539)
H (0.71630, 3.66091, -2.78772)
C (1.66236, 0.35169, 2.51985)
C (-3.06958, -2.23287, -0.77379)
H (-1.05981, 3.47410, 0.85394)
H (3.27018, -3.87956, -0.03701)
H (1.47601, -2.27530, -3.06328)
H (-3.83897, 0.19210, -2.28095)
C (2.62487, 2.34374, 3.58842)
H (2.76110, -3.39273, -2.44963)
H (-1.33493, 1.22233, 3.89671)
H (-0.75965, -0.37925, -3.18919)
C (2.67015, -3.10518, 0.45677)
C (2.19249, 2.58811, -5.63193)
H (-2.77315, 1.46708, -1.58567)
C (2.18437, -2.47909, -2.24701)
H (2.87709, -1.62683, -2.14511)
C (-3.78899, 0.34056, 2.15291)
H (3.11898, 2.62779, 2.65889)
H (1.34269, -3.57675, 4.36920)
H (2.59110, 1.68088, -6.08631)
C (-2.71336, -2.09721, 2.98414)
C (-3.25151, 0.49896, -1.40384)
H (-1.94824, -2.53064, 3.64207)
P (-2.00045, -0.79767, -1.13964)
P (1.29219, -2.67711, -0.66825)
O (1.35407, 1.08216, 1.51186)
C (2.45603, -1.22390, 4.59068)
H (0.34806, 2.92641, -1.07061)
H (-4.30483, 0.21817, 3.11687)
C (1.13830, 3.68798, -3.77904)
H (1.71816, 2.93750, 3.71474)
C (1.63729, -1.72752, 3.55158)
H (-2.92279, -2.80061, 2.17148)
C (-1.49318, 3.40743, -0.15081)
H (0.54002, -3.30831, 2.87862)
H (0.80000, -5.04253, -0.91765)
C (1.13856, 4.89507, -4.47010)
Se (1.53624, 0.80444, -3.43238)
C (1.68927, 4.95106, -5.74729)
H (-3.63301, -1.92946, 3.56632)
H (-2.57849, 3.54090, -0.20867)
H (-1.03416, -2.12553, -2.94655)
H (2.34277, -3.44519, 1.44773)
H (-1.03735, -0.43221, 4.50788)
H (2.83231, -1.89438, 5.35792)
H (-0.62243, -4.05954, -1.36061)
H (-3.63931, -2.45738, -1.68498)
H (1.37812, 1.15655, -1.94210)
H (-2.38900, -1.06677, -3.48407)
H (-4.41080, -0.10283, 1.36504)
C (2.73858, 0.11400, 4.62532)
C (-0.73527, 3.06556, -1.20021)
H (-3.77494, -2.01507, 0.03636)
H (3.28487, 2.54516, 4.43439)
H (3.30954, 0.64809, 5.39104)
N (2.29660, 0.90992, 3.59529)
H (-0.20974, -4.30939, 0.35787)
P (-2.14030, -0.47321, 2.30968)
C (1.63336, 2.50054, -4.33184)
C (0.21191, -4.15209, -0.64992)
In (0.29258, -0.36700, 0.16804)
H (2.67251, 3.83816, -7.32193)
H (-2.69351, 0.24487, 4.52669)
H (1.69513, 5.88430, -6.28915)
C (-1.49115, -1.13249, -2.85644)
H (-3.66206, 1.41470, 1.94920)
H (-3.91365, 0.58831, -0.53627)
H (0.70683, 5.78087, -4.00757)

Results
DFT total energy, eV: -128407.320
Charge: +3
HOMO, eV: -15.0
HOMO-LUMO gap, eV: 4.439